133
Properties=species:S:1:pos:R:3:lowdin_charge:R:1 method="wB97M-V/def2-TZVPD" homo_lumo_gap_ev=8.833 homo_energy_ev=-9.5236 charge=0 total_energy_ev=-3002977.315
C 5.1827 1.7349 5.0090 -0.1076
C 3.7896 1.1151 4.3994 -0.2663
O 3.0322 2.1383 3.6506 -0.2278
C 2.5973 1.6140 2.3252 -0.1970
C 1.5187 0.3692 2.5082 -0.1852
C 0.6418 0.0782 1.1421 -0.1944
C -0.2826 1.3468 0.6515 -0.1906
C -1.8869 0.9285 0.6358 -0.0980
C -2.5811 1.1170 2.1459 -0.1929
O -1.6992 1.0974 3.1707 0.0001
O -4.0246 1.3445 2.2569 -0.0368
C -4.7903 0.1167 2.4998 -0.3729
C -4.4945 -1.1020 1.4191 -0.1189
C -4.9372 -0.7315 -0.1323 -0.1512
C -4.4364 -0.3235 4.0751 -0.0763
C -3.3052 -1.4958 4.1976 -0.1995
C -4.0215 -2.9824 4.4542 -0.2105
S -3.3311 -4.3400 3.3493 0.8027
O -3.2519 -5.6498 4.2267 -0.3929
O -4.3331 -4.5176 2.1834 -0.3730
O -1.7154 -4.0287 2.8568 -0.2128
O -6.2631 0.2932 2.5020 -0.1217
C -6.6927 1.4749 1.7513 -0.1421
C -6.8196 2.8553 2.6880 -0.1508
O -6.4209 2.4540 4.0453 -0.2435
C -7.2666 3.0603 5.0845 -0.2262
C -7.5641 1.8438 6.1925 -0.1145
H 5.0048 2.8129 5.4359 0.0892
H 6.0579 1.7743 4.2053 0.0169
H 5.5390 1.0004 5.8719 0.0878
H 4.0215 0.1623 3.7414 0.1174
H 3.0992 0.7244 5.2872 0.1323
H 2.0691 2.5325 1.7781 0.1307
H 3.4972 1.1731 1.7080 0.1297
H 2.1720 -0.5854 2.7980 0.1127
H 0.8699 0.6113 3.4560 0.1164
H 1.3844 -0.2313 0.2705 0.1182
H -0.0341 -0.8708 1.3447 0.1047
H 0.0500 1.5900 -0.4569 0.1121
H -0.0732 2.3371 1.2813 0.1256
H -2.4250 1.6927 -0.1001 0.1074
H -1.9962 -0.1583 0.2156 0.1076
H -5.1762 -2.0327 1.7238 0.1356
H -3.3762 -1.4391 1.3672 0.0890
H -6.1229 -0.8294 -0.2240 0.1038
H -4.5027 -1.4861 -0.9267 0.0166
H -4.6447 0.3790 -0.4049 -0.0192
H -4.1050 0.6503 4.6704 0.1429
H -5.4288 -0.7141 4.5900 0.1296
H -2.7103 -1.2809 5.2107 0.1352
H -2.4943 -1.5118 3.3552 0.0886
H -3.7824 -3.3228 5.5732 0.1272
H -5.2106 -2.9055 4.4162 0.1357
H -1.8202 -3.4177 2.0608 0.0888
H -7.8187 1.2564 1.4167 0.1418
H -6.1134 1.6666 0.7416 0.1240
H -6.0522 3.6867 2.3065 0.1285
H -7.9082 3.2722 2.5892 0.1243
H -8.3182 3.4244 4.7237 0.1246
H -6.6566 3.8751 5.6799 0.0864
H -8.4660 2.1125 6.8958 0.0295
H -7.8636 0.8316 5.6359 0.0901
H -6.6113 1.6590 6.8833 0.0795
C -2.5810 0.4844 -3.1292 -1.5373
Br -1.9134 0.9930 -4.8841 0.5495
Br -4.2038 1.4510 -2.6640 0.6257
Br -2.8151 -1.4404 -2.9736 0.5592
H -1.8166 0.7735 -2.4003 -0.0429
C -4.6867 6.5667 5.3515 -1.5906
Br -6.1522 7.1123 4.1944 0.5503
Br -5.2799 6.2705 7.1802 0.5333
Br -3.7377 5.0250 4.6396 0.5786
H -3.9735 7.3972 5.3772 -0.0259
C -9.0047 4.2446 9.6457 -1.5878
Br -7.0986 4.0475 9.3111 0.5385
Br -9.3696 5.6344 10.9571 0.5617
Br -10.0038 4.5222 7.9998 0.5645
H -9.3532 3.2998 10.0758 -0.0212
C -5.4560 -3.4752 -5.6016 -1.5884
Br -3.6361 -4.1543 -5.7051 0.5361
Br -6.5056 -4.4184 -4.2627 0.5640
Br -5.4957 -1.5497 -5.3279 0.5327
H -5.9256 -3.6700 -6.5715 -0.0236
C -0.6861 -7.7026 5.4813 -1.5843
Br 1.0484 -6.8330 5.3425 0.5514
Br -0.7727 -9.3209 4.4052 0.5754
Br -1.1823 -8.0368 7.3323 0.5557
H -1.4262 -7.0068 5.0724 -0.0624
C 9.3438 2.2879 2.4959 -1.6016
Br 10.5386 3.7505 2.0297 0.5492
Br 9.2475 2.0171 4.4198 0.5680
Br 7.5799 2.5149 1.7077 0.5460
H 9.7713 1.3762 2.0657 -0.0922
C 0.8440 -0.5807 -8.1415 -1.5716
Br 2.6639 -1.2599 -8.2450 0.5615
Br -0.2056 -1.5240 -6.8025 0.5438
Br 0.8043 1.3448 -7.8678 0.5579
H 0.3744 -0.7756 -9.1113 -0.0175
C 9.3213 0.0460 -1.3408 -1.5797
Br 9.5188 -0.8829 0.3569 0.5873
Br 7.4942 0.6488 -1.6279 0.5347
Br 10.6004 1.5002 -1.5234 0.5610
H 9.5465 -0.6789 -2.1300 -0.0245
C 6.7746 -1.6353 -8.8766 -1.5926
Br 7.2397 -3.4956 -9.2041 0.5667
Br 7.4389 -1.0151 -7.1567 0.5480
Br 7.3461 -0.4792 -10.3329 0.5194
H 5.6817 -1.5814 -8.8356 -0.0701
C 5.4328 3.5001 -10.7748 -1.5852
Br 4.6045 2.3576 -9.4359 0.5305
Br 4.1637 4.7650 -11.5322 0.5611
Br 7.0186 4.3910 -10.0853 0.5478
H 5.7615 2.8491 -11.5916 -0.0207
C 10.7139 2.3039 -10.6657 -1.6103
Br 12.4484 3.1736 -10.8045 0.5549
Br 10.6273 0.6857 -11.7418 0.5437
Br 10.2177 1.9698 -8.8147 0.5367
H 9.9738 2.9997 -11.0745 -0.1068
C 0.5139 -12.8156 5.4428 -1.6200
Br 2.2484 -11.9459 5.3040 0.5378
Br 0.4273 -14.4338 4.3667 0.5492
Br 0.0177 -13.1497 7.2937 0.5490
H -0.2262 -12.1198 5.0339 -0.0850
C 2.3429 -3.8315 -4.3522 -1.6116
Br 3.6700 -2.5394 -3.7577 0.5396
Br 3.1597 -5.5135 -4.8886 0.5593
Br 0.9452 -4.0963 -3.0254 0.5400
H 1.8633 -3.4109 -5.2422 -0.0691
C 8.6497 6.9868 -12.8477 -1.5979
Br 9.9808 8.3611 -13.1998 0.5666
Br 7.1755 7.0655 -14.1145 0.5546
Br 9.4438 5.2127 -12.7705 0.5496
H 8.2313 7.1933 -11.8571 -0.0302

***

95
Properties=species:S:1:pos:R:3:mulliken_spin:R:1 method="wB97M-V/def2-TZVPD" homo_lumo_gap_ev="6.503 / 7.572" e_above_lowest_ev=0.000 s2=2.0083 homo_energy_ev="-7.8786 / -8.9477" multiplicity=3 charge=0 total_energy_ev=-85122.684
C -3.1462 -3.0636 -2.3399 -0.0007
C -2.2187 -2.2933 -1.3995 0.0001
C -1.2400 -1.4610 -2.2242 0.0000
O -0.0293 -1.1014 -1.5545 0.0004
C -0.1087 -0.7478 -0.2543 0.0000
C 0.7071 -1.4319 0.6263 0.0000
C 0.5879 -1.2021 1.9769 0.0000
F 1.3891 -1.9109 2.7729 0.0000
C -0.3270 -0.3185 2.5486 0.0000
P -0.4625 -0.4233 4.3978 -0.0001
C -2.1743 0.0956 4.7385 0.0001
O 0.3039 0.9603 4.9016 0.0000
C -1.0395 0.4573 1.6233 0.0000
C -0.9333 0.2795 0.2378 0.0000
C -1.6891 1.2021 -0.6669 0.0001
O -1.3412 1.4462 -1.8029 0.0000
C -2.9506 1.7777 -0.1051 0.0000
C -3.1531 1.8255 1.2146 0.0003
P -4.7175 2.1884 2.1263 0.0000
O -5.0428 0.6365 2.5093 0.0000
Cl -5.9451 2.4845 0.4932 0.0000
C -1.9315 1.5823 2.0527 -0.0002
O -1.6500 2.3466 2.9489 0.0023
H -3.9034 -3.6102 -1.7760 0.0001
H -3.6676 -2.3942 -3.0282 0.0000
H -2.5893 -3.7993 -2.9252 0.0016
H -1.6852 -2.9948 -0.7552 0.0000
H -2.8320 -1.6320 -0.7798 0.0000
H -1.7518 -0.5755 -2.6080 -0.0001
H -0.9391 -2.0545 -3.0888 0.0001
H 1.4169 -2.1567 0.2528 0.0000
H -2.5240 -0.4477 5.6159 0.0000
H -2.1923 1.1628 4.9638 -0.0002
H -2.8557 -0.0792 3.9071 0.0000
H 1.2344 0.7426 5.0303 0.0000
H -3.6816 2.1425 -0.8158 0.0000
H -5.0671 0.0332 1.7549 0.0000
C 2.6204 6.1077 7.0610 0.0216
C 1.6236 6.6494 6.0072 0.0029
C 0.1776 6.2394 6.3235 0.0372
C -0.1576 4.7872 5.9932 -0.0240
C 0.2095 4.4713 4.5461 0.0278
C 1.6741 4.7724 4.2370 -0.0068
N 1.9864 6.1885 4.6283 0.4005
O 1.6350 7.0274 3.7220 0.5372
C 2.5730 3.7517 4.9527 0.0415
C 1.9395 4.6160 2.7447 -0.0118
C 1.7126 8.1706 6.0547 -0.0049
H 3.2079 5.2684 6.7099 -0.0108
H 3.3384 6.8817 7.3330 -0.0033
H 2.1050 5.7980 7.9710 0.0004
H -0.4962 6.8852 5.7516 0.0022
H -0.0119 6.4481 7.3787 0.0032
H 0.3516 4.1061 6.6813 -0.0004
H -1.2273 4.6233 6.1386 0.0010
H 0.0116 3.4243 4.3227 0.0035
H -0.4250 5.0643 3.8797 0.0019
H 3.6265 4.0126 4.8372 -0.0232
H 2.4118 2.7757 4.4946 0.0041
H 2.3552 3.6402 6.0116 0.0031
H 1.2661 5.2244 2.1462 0.0019
H 1.7892 3.5699 2.4736 0.0004
H 2.9647 4.8957 2.4974 -0.0053
H 2.6923 8.5150 5.7228 -0.0052
H 1.5663 8.4866 7.0892 0.0006
H 0.9556 8.6476 5.4371 0.0028
C 1.0119 -3.3281 -7.5681 0.0253
C 0.2261 -3.9886 -6.4067 0.0008
C 0.9740 -3.8634 -5.0738 0.0273
C 2.1604 -4.8100 -4.9184 -0.0163
C 1.7173 -6.2486 -5.1800 0.0274
C 1.0589 -6.4245 -6.5493 0.0106
N -0.0582 -5.4289 -6.6908 0.4018
O -1.1404 -5.8315 -6.1286 0.5351
C 2.1194 -6.2859 -7.6528 0.0207
C 0.4663 -7.8219 -6.6791 -0.0068
C -1.0862 -3.2249 -6.2899 -0.0128
H 1.4853 -4.0410 -8.2315 -0.0118
H 0.3384 -2.7419 -8.1930 -0.0022
H 1.7845 -2.6562 -7.1925 -0.0002
H 0.2747 -4.0582 -4.2531 0.0014
H 1.3006 -2.8273 -4.9615 0.0021
H 2.9760 -4.5208 -5.5866 -0.0014
H 2.5544 -4.7299 -3.9037 0.0012
H 2.5650 -6.9341 -5.1128 0.0001
H 1.0061 -6.5463 -4.4030 0.0044
H 1.6555 -6.2938 -8.6401 -0.0110
H 2.7972 -7.1376 -7.5936 0.0006
H 2.7314 -5.3926 -7.5642 -0.0002
H -0.2202 -8.0503 -5.8679 0.0016
H 1.2776 -8.5501 -6.6579 0.0003
H -0.0704 -7.9308 -7.6221 -0.0021
H -1.7066 -3.3643 -7.1755 -0.0101
H -0.8570 -2.1613 -6.2006 0.0013
H -1.6677 -3.5211 -5.4185 0.0112